The following is a quantum chemistry calculation of an isolated molecule of C19H32N4O2S2, from OMol25.

Positions of all 59 atoms, in Å:
C (6.3230, 3.1640, 0.5948)
C (5.9956, 2.1159, -0.4643)
N (5.3227, 0.9627, 0.1113)
C (6.1626, -0.0874, 0.6504)
C (6.5370, -1.1271, -0.4056)
C (3.9817, 0.9135, 0.0601)
O (3.3029, 1.7976, -0.4428)
C (3.2958, -0.3022, 0.6785)
N (1.8977, -0.2360, 0.3400)
C (1.2375, -1.3030, -0.1674)
S (1.8924, -2.8283, -0.0342)
N (0.0359, -1.0839, -0.7471)
C (-0.5978, 0.2187, -0.7624)
C (-1.0959, 0.6737, 0.6134)
C (-1.9432, 1.9420, 0.4772)
N (-3.1172, 1.6707, -0.3352)
C (-4.2545, 1.1497, 0.4068)
C (-5.0320, 2.2491, 1.1437)
O (-5.4388, 3.2746, 0.2624)
C (-4.3298, 3.8361, -0.4075)
C (-3.5609, 2.7611, -1.1856)
C (-0.7679, -2.1978, -1.2177)
C (-1.9338, -2.4586, -0.3244)
C (-1.9170, -2.9282, 0.9530)
C (-3.2049, -3.0088, 1.5278)
C (-4.1812, -2.5988, 0.6795)
S (-3.5499, -2.1021, -0.8403)
H (6.9712, 2.7526, 1.3656)
H (5.4064, 3.5155, 1.0611)
H (6.8260, 4.0095, 0.1340)
H (6.9069, 1.7760, -0.9616)
H (5.3233, 2.5481, -1.2084)
H (7.0712, 0.3825, 1.0355)
H (5.6586, -0.5723, 1.4875)
H (7.0537, -0.6573, -1.2390)
H (5.6526, -1.6270, -0.7908)
H (7.1926, -1.8751, 0.0315)
H (3.4171, -0.2736, 1.7692)
H (3.7078, -1.2463, 0.3086)
H (1.6585, 0.6927, -0.0011)
H (0.0884, 0.9648, -1.1799)
H (-1.4636, 0.1577, -1.4247)
H (-0.2579, 0.8680, 1.2833)
H (-1.6960, -0.1244, 1.0516)
H (-2.1936, 2.3121, 1.4819)
H (-1.3450, 2.7098, -0.0198)
H (-4.9204, 0.6688, -0.3162)
H (-3.9116, 0.3981, 1.1186)
H (-4.4119, 2.6779, 1.9475)
H (-5.9462, 1.8463, 1.5825)
H (-3.6605, 4.3232, 0.3203)
H (-4.7347, 4.5926, -1.0815)
H (-4.2285, 2.3309, -1.9393)
H (-2.7003, 3.2020, -1.6913)
H (-0.1139, -3.0762, -1.2433)
H (-1.1130, -1.9779, -2.2325)
H (-1.0112, -3.2107, 1.4592)
H (-3.3924, -3.3609, 2.5266)
H (-5.2393, -2.5608, 0.8464)

Results
SMILES: CCN(CC)C(=O)CNC(=S)N(CCCN1CCOCC1)Cc1cccs1
Frontier orbital gap in eV: 8.60

These are the Löwdin partial charges, in e, on atoms 1 to 4: -0.07, -0.20, -0.08, -0.21

---

The following is a quantum chemistry calculation of a cluster of 10 separate species, C32H90N6O14 in total, from OMol25.

Positions of all 142 atoms, in Å:
C (0.3610, -6.3611, 1.1950)
O (0.7706, -6.1513, -0.1336)
C (1.1767, -4.8606, -0.4453)
C (2.5589, -4.5342, 0.1822)
C (3.1733, -3.3599, -0.5585)
N (3.4614, -5.7280, 0.1154)
H (0.5219, -7.4204, 1.3816)
H (-0.6725, -6.0459, 1.3907)
H (0.9974, -5.8447, 1.9199)
H (1.3850, -4.8046, -1.5515)
H (0.4228, -4.1209, -0.1618)
H (2.4900, -4.1800, 1.2336)
H (2.3989, -2.5956, -0.5117)
H (3.4883, -3.4246, -1.5862)
H (4.0865, -3.0067, 0.0004)
H (2.9214, -6.4745, 0.5431)
H (3.7672, -6.0532, -0.7866)
C (7.7125, 1.8130, -1.0979)
O (6.4669, 1.3428, -1.6620)
C (5.7385, 0.4250, -0.7548)
C (4.7990, 1.2346, 0.1695)
C (4.0800, 0.3330, 1.1223)
N (3.8204, 1.9718, -0.6095)
H (8.0067, 2.8156, -1.5154)
H (8.5644, 1.1424, -1.3430)
H (7.7015, 1.9795, -0.0176)
H (5.2200, -0.3417, -1.3638)
H (6.4692, -0.1233, -0.0938)
H (5.4729, 1.9584, 0.6688)
H (4.7552, -0.3206, 1.6701)
H (3.3424, -0.3052, 0.6223)
H (3.6492, 0.9242, 1.9200)
H (3.3348, 1.4330, -1.3028)
H (4.2765, 2.8109, -0.9477)
C (0.2854, -1.7164, 3.9569)
O (-0.7144, -2.3306, 3.2290)
C (-1.0977, -3.5395, 3.8470)
C (-2.2592, -4.1491, 3.1707)
C (-3.5182, -3.3900, 3.3599)
N (-2.4768, -5.5594, 3.6215)
H (-0.0708, -1.2423, 4.8482)
H (0.7866, -0.9622, 3.3288)
H (1.0733, -2.4091, 4.2481)
H (-0.2789, -4.2771, 3.7604)
H (-1.2650, -3.3995, 4.8893)
H (-1.8872, -4.1347, 2.1647)
H (-4.1870, -3.4658, 2.5071)
H (-3.2715, -2.2782, 3.3704)
H (-3.9336, -3.6760, 4.3207)
H (-1.5836, -6.0372, 3.4093)
H (-3.2183, -5.9664, 3.0373)
C (1.8381, 7.4343, 3.0863)
O (1.4675, 6.0987, 3.2042)
C (0.9178, 5.4713, 2.0315)
C (1.8817, 4.4780, 1.5380)
C (3.2211, 5.1878, 1.1168)
N (1.2710, 3.7174, 0.3992)
H (2.3924, 7.7208, 4.0336)
H (0.9698, 8.1162, 3.0509)
H (2.4827, 7.6361, 2.2543)
H (-0.0144, 5.0817, 2.3962)
H (0.7114, 6.3827, 1.2489)
H (1.9890, 3.7415, 2.3106)
H (3.6182, 5.6993, 1.9805)
H (2.9861, 5.7313, 0.2383)
H (3.9974, 4.4751, 0.9248)
H (2.0108, 3.3898, -0.2253)
H (0.8578, 2.8923, 0.7535)
C (-3.7181, 1.5396, 2.1154)
O (-3.7236, 2.3744, 0.8754)
C (-2.6695, 3.3392, 0.9659)
C (-2.6055, 3.9870, -0.4102)
C (-2.4569, 3.0548, -1.6136)
N (-1.5463, 5.0252, -0.5127)
H (-2.7370, 1.0404, 2.2057)
H (-4.4609, 0.7917, 1.7811)
H (-3.9589, 2.2285, 2.9617)
H (-2.8714, 4.0374, 1.8618)
H (-1.7173, 2.8484, 1.2223)
H (-3.5274, 4.5570, -0.5874)
H (-1.6008, 2.4561, -1.5368)
H (-2.3854, 3.7209, -2.4552)
H (-3.3451, 2.4440, -1.7497)
H (-1.6976, 5.7523, 0.1415)
H (-0.6595, 4.6452, -0.3626)
C (-2.6661, 0.1246, -7.1958)
O (-2.6243, -0.7837, -6.0409)
C (-1.3401, -1.1494, -5.6325)
C (-0.9826, -0.6118, -4.2161)
C (-0.9415, 0.9026, -4.2777)
N (0.1857, -1.2253, -3.6944)
H (-1.9771, 0.9923, -7.0333)
H (-3.6591, 0.4649, -7.3200)
H (-2.3546, -0.4563, -8.0707)
H (-1.2883, -2.2316, -5.6328)
H (-0.6141, -0.8045, -6.3882)
H (-1.7522, -0.9287, -3.4818)
H (-1.8075, 1.2750, -4.8082)
H (-0.0048, 1.2418, -4.7843)
H (-1.0392, 1.4245, -3.2996)
H (-0.0134, -2.1572, -3.3491)
H (0.9071, -1.2147, -4.4223)
O (-3.5893, -0.2829, -1.2442)
C (-4.3241, 0.1208, -2.3858)
C (-4.9139, -1.1549, -3.1008)
O (-4.1470, -1.8374, -4.0833)
H (-3.5876, 0.4720, -0.6906)
H (-5.1329, 0.8510, -2.0765)
H (-3.6818, 0.5918, -3.1344)
H (-5.7590, -0.8043, -3.6844)
H (-5.2395, -1.8582, -2.2693)
H (-3.7879, -1.1245, -4.6167)
O (0.6067, 1.6370, 2.8154)
C (-0.0769, 2.1974, 3.9305)
C (0.8662, 3.1149, 4.7421)
O (0.3942, 4.4256, 5.0314)
H (0.2208, 0.8185, 2.5219)
H (-0.8418, 2.8949, 3.6014)
H (-0.5869, 1.3778, 4.4456)
H (1.8228, 3.1130, 4.1518)
H (1.0190, 2.6187, 5.6871)
H (0.7947, 5.0697, 4.3894)
O (-2.0178, -3.1206, -2.7761)
C (-2.4197, -4.2681, -1.9440)
C (-3.3237, -3.8168, -0.8104)
O (-2.5811, -2.8830, -0.0397)
H (-2.7598, -2.7269, -3.2764)
H (-2.8610, -5.0662, -2.4869)
H (-1.4887, -4.6758, -1.4874)
H (-3.5507, -4.6891, -0.2271)
H (-4.3305, -3.4626, -1.0669)
H (-2.3921, -2.0827, -0.5667)
O (1.7807, 0.0194, -1.5657)
C (0.7550, 0.3873, -0.6992)
C (0.0422, -0.8054, -0.1508)
O (-0.7695, -0.3505, 0.9793)
H (1.3130, -0.3183, -2.4028)
H (1.1976, 0.8463, 0.2085)
H (0.0926, 1.2208, -1.0108)
H (0.8244, -1.4840, 0.1758)
H (-0.5675, -1.4119, -0.8061)
H (-1.0459, -1.1058, 1.5648)

Results
SMILES: COC[C@H](C)N.COC[C@H](C)N.COC[C@H](C)N.COC[C@H](C)N.COC[C@H](C)N.COC[C@H](C)N.OCCO.OCCO.OCCO.OCCO
Frontier orbital gap in eV: 9.11

These are the Löwdin partial charges, in e, on atoms 1 to 4: -0.10, -0.20, -0.22, -0.42